The molecule C4H5N3S at a distorted geometry. Source: OMol25; level of theory: the ωB97M-V functional and the def2-TZVPD basis.

The geometry in XYZ format:
```
13
Properties=species:S:1:pos:R:3:nbo_charge:R:1
C -0.005 -0.681 0.027 0.255
C -2.275 -1.278 -0.127 -0.132
C -0.609 0.668 0.146 -0.230
C 0.071 1.763 -0.185 -0.365
H 2.351 0.452 0.899 0.367
H 3.263 -0.717 -0.093 0.376
H -3.261 -1.864 0.107 0.244
H 1.054 1.667 -0.377 0.222
H -0.589 2.644 -0.439 0.212
N 2.207 -0.221 0.062 -0.662
N 1.184 -1.087 -0.034 -0.203
N -1.009 -1.751 -0.090 -0.400
S -2.383 0.403 0.106 0.315
```

Results
net charge = 0
ΔE to the lowest compared entry with this formula, charge and spin = 90.1 kcal per mole
LUMO = -0.05 eV
SMILES = C=C1SC=N/C1=N/N

---

The molecule C4H5N3S at a distorted geometry. Source: OMol25; level of theory: the ωB97M-V functional and the def2-TZVPD basis.

The geometry in XYZ format:
```
13
Properties=species:S:1:pos:R:3:nbo_charge:R:1
C 2.420 -0.524 0.447 -0.651
C 1.134 -0.313 0.097 0.185
C -1.669 0.444 0.503 -0.050
C 1.005 1.108 -0.570 0.038
H 2.685 -1.731 0.468 0.245
H 2.761 0.065 1.392 0.249
H 3.064 -0.149 -0.336 0.226
H -2.491 0.425 1.150 0.200
H 1.849 1.411 -1.130 0.196
N 0.372 -1.313 -0.017 -0.544
N -1.087 1.562 0.496 -0.267
N 0.073 1.917 -0.420 -0.218
S -1.294 -1.217 -0.301 0.391
```

Results
net charge = 0
ΔE to the lowest compared entry with this formula, charge and spin = 106.4 kcal per mole
LUMO = 0.07 eV
SMILES = CC1=NSC=NN=C1

---

A cluster of 2 separate species, C4H5NO in total at a distorted geometry. Source: OMol25; level of theory: the ωB97M-V functional and the def2-TZVPD basis.

The geometry in XYZ format:
```
11
Properties=species:S:1:pos:R:3:nbo_charge:R:1
C 0.024 0.539 1.229 -0.197
C 0.088 -0.693 0.962 0.318
C -0.118 1.833 1.371 -0.310
C 0.133 -0.507 -1.828 0.269
N 0.102 -1.926 0.962 -0.601
O -0.659 -1.294 -2.256 -0.513
H 0.413 2.494 2.013 0.210
H -0.847 2.365 0.690 0.200
H -0.100 0.517 -1.681 0.123
H 1.115 -0.920 -1.499 0.112
H -0.149 -2.407 0.036 0.389
```

Results
net charge = 0
ΔE to the lowest compared entry with this formula, charge and spin = 93.2 kcal per mole
LUMO = -0.58 eV
SMILES = C=C=C=N.C=O

---

A structure of composition C4H5NO. Source: OMol25; level of theory: the ωB97M-V functional and the def2-TZVPD basis.

The geometry in XYZ format:
```
11
Properties=species:S:1:pos:R:3:nbo_charge:R:1
O -1.487 -0.705 -0.721 -0.695
C -0.144 -0.392 -0.782 0.102
C 0.276 1.016 -0.538 -0.423
C 0.644 -0.046 0.473 -0.213
C 0.126 0.274 2.015 0.155
N -0.437 -0.753 1.785 -0.331
H -1.643 -1.147 0.126 0.495
H 0.424 -0.977 -1.508 0.188
H 1.098 1.459 -1.095 0.232
H -0.516 1.701 -0.250 0.245
H 1.664 -0.406 0.536 0.244
```

Results
net charge = 0
ΔE to the lowest compared entry with this formula, charge and spin = 91.3 kcal per mole
LUMO = 0.72 eV

---

The molecule C4H5NO. Source: OMol25; level of theory: the ωB97M-V functional and the def2-TZVPD basis.

The geometry in XYZ format:
```
11
Properties=species:S:1:pos:R:3:nbo_charge:R:1
C 0.916 1.436 0.426 -0.407
N 0.033 1.107 -0.696 -0.598
C -0.766 0.074 -0.604 0.276
O -0.286 -2.359 1.101 -0.554
C -1.434 -0.916 -0.300 -0.252
C -0.961 -2.224 0.100 0.365
H 0.680 2.419 0.839 0.201
H 1.959 1.416 0.096 0.203
H 0.792 0.676 1.201 0.235
H 0.270 1.451 -1.613 0.404
H -1.203 -3.081 -0.551 0.127
```

Results
net charge = 0
ΔE to the lowest compared entry with this formula, charge and spin = 65.4 kcal per mole
LUMO = 0.71 eV
SMILES = CNC#CC=O

---

The molecule C4H5NO at a distorted geometry. Source: OMol25; level of theory: the ωB97M-V functional and the def2-TZVPD basis.

The geometry in XYZ format:
```
11
Properties=species:S:1:pos:R:3:nbo_charge:R:1
C 2.611 0.460 -0.431 0.186
C 1.684 0.110 0.560 -0.125
C -0.743 -0.236 0.494 0.223
C -1.880 -0.075 -0.482 -0.667
N 3.527 0.859 -1.025 -0.326
O 0.402 0.106 0.099 -0.328
H 1.941 -0.480 1.463 0.208
H -1.031 -0.408 1.500 0.159
H -2.673 -0.557 0.007 0.217
H -1.744 -0.642 -1.430 0.227
H -2.095 0.863 -0.757 0.224
```

Results
net charge = 0
ΔE to the lowest compared entry with this formula, charge and spin = 95.2 kcal per mole
LUMO (alpha / beta) = 0.03 / -0.55 eV

---

The molecule C4H5NO. Source: OMol25; level of theory: the ωB97M-V functional and the def2-TZVPD basis.

The geometry in XYZ format:
```
11
Properties=species:S:1:pos:R:3:nbo_charge:R:1
O 0.664 -0.675 2.297 -0.489
C 0.703 0.118 1.421 0.508
C 0.417 -1.024 -0.338 -0.261
N 0.018 0.038 -1.271 -0.406
C -1.014 0.684 -0.482 -0.219
C 0.386 0.732 0.001 -0.164
H 1.391 -1.449 -0.577 0.205
H -0.356 -1.754 -0.060 0.181
H -1.743 0.067 0.046 0.200
H -1.407 1.594 -0.926 0.219
H 0.941 1.669 -0.112 0.225
```

Results
net charge = 0
ΔE to the lowest compared entry with this formula, charge and spin = 153.2 kcal per mole
LUMO = 0.51 eV

---

The molecule C4H5NO. Source: OMol25; level of theory: the ωB97M-V functional and the def2-TZVPD basis.

The geometry in XYZ format:
```
11
Properties=species:S:1:pos:R:3:nbo_charge:R:1
N 1.440 0.094 0.093 -0.663
C 1.285 -1.237 -0.199 0.350
C 0.459 1.048 -0.227 -0.016
C -0.817 0.680 -0.137 -0.284
C -1.025 -0.723 0.321 -0.135
O 0.012 -1.588 -0.236 -0.493
H 2.397 0.410 0.113 0.406
H 0.813 1.983 -0.650 0.212
H -1.633 1.313 -0.464 0.224
H -1.972 -1.140 -0.024 0.209
H -0.959 -0.841 1.412 0.191
```

Results
net charge = 0
ΔE to the lowest compared entry with this formula, charge and spin = 53.6 kcal per mole
LUMO = 0.91 eV

---

The molecule C4H5NO. Source: OMol25; level of theory: the ωB97M-V functional and the def2-TZVPD basis.

The geometry in XYZ format:
```
11
Properties=species:S:1:pos:R:3:nbo_charge:R:1
C -2.445 -0.005 0.151 -0.694
C -1.030 0.245 -0.091 0.100
C 0.175 0.241 -0.169 -0.174
C 1.504 -0.314 0.098 0.614
O 1.588 -1.349 0.734 -0.582
N 2.592 0.346 -0.370 -0.805
H -2.997 -0.189 -0.774 0.242
H -2.928 0.802 0.708 0.242
H -2.484 -0.914 0.763 0.248
H 3.487 -0.063 -0.149 0.407
H 2.538 1.200 -0.900 0.402
```

Results
net charge = 0
ΔE to the lowest compared entry with this formula, charge and spin = 32.1 kcal per mole
LUMO = 0.94 eV
SMILES = CC#CC(N)=O

---

The molecule C4H5NO at a distorted geometry. Source: OMol25; level of theory: the ωB97M-V functional and the def2-TZVPD basis.

The geometry in XYZ format:
```
11
Properties=species:S:1:pos:R:3:nbo_charge:R:1
C 1.514 0.258 -0.152 -0.344
C 0.412 -0.418 0.069 -0.259
C -2.278 -0.549 0.262 0.357
C -1.066 0.285 0.175 0.160
N -1.023 1.584 0.090 -0.556
O -3.272 -0.202 -0.296 -0.471
H 2.368 -0.326 -0.220 0.203
H 1.444 1.427 -0.355 0.236
H 0.467 -1.427 0.445 0.196
H -2.315 -1.372 0.941 0.129
H -1.876 2.047 0.029 0.350
```

Results
net charge = 0
ΔE to the lowest compared entry with this formula, charge and spin = 58.1 kcal per mole
LUMO = -0.46 eV
SMILES = [H]/N=C(/C=C)C=O

---

The molecule C4H5NO at a distorted geometry. Source: OMol25; level of theory: the ωB97M-V functional and the def2-TZVPD basis.

The geometry in XYZ format:
```
11
Properties=species:S:1:pos:R:3:nbo_charge:R:1
N 2.565 0.892 -0.242 -0.320
C 1.766 0.058 -0.196 0.284
C 0.667 -0.909 -0.121 -0.541
C -0.537 -0.234 0.523 0.060
C -1.133 0.929 -0.125 -0.107
O -1.772 -0.343 -0.156 -0.476
H 0.985 -1.794 0.438 0.256
H 0.396 -1.233 -1.131 0.268
H -0.600 -0.325 1.607 0.195
H -1.618 1.693 0.478 0.193
H -0.720 1.268 -1.075 0.189
```

Results
net charge = 0
ΔE to the lowest compared entry with this formula, charge and spin = 37.2 kcal per mole
LUMO = 0.89 eV
SMILES = N#CC[C@H]1CO1

---

The molecule C4H5NO. Source: OMol25; level of theory: the ωB97M-V functional and the def2-TZVPD basis.

The geometry in XYZ format:
```
11
Properties=species:S:1:pos:R:3:nbo_charge:R:1
O 0.940 -0.210 2.189 -0.733
C 0.311 0.034 1.139 0.292
C 0.500 1.051 0.051 -0.112
C 0.063 0.575 -1.163 -0.358
C -0.367 -0.754 -0.965 0.108
N -0.250 -1.088 0.301 -0.492
H 0.851 2.051 0.283 0.238
H -0.747 0.623 1.232 0.176
H -0.039 1.123 -2.092 0.236
H -0.823 -1.417 -1.694 0.217
H -0.438 -1.987 0.719 0.427
```

Results
net charge = 0
ΔE to the lowest compared entry with this formula, charge and spin = 57.0 kcal per mole
LUMO = -0.05 eV

---

A cluster of 2 separate species, C4H5NO in total at a distorted geometry. Source: OMol25; level of theory: the ωB97M-V functional and the def2-TZVPD basis.

The geometry in XYZ format:
```
11
Properties=species:S:1:pos:R:3:nbo_charge:R:1
C -0.488 -0.483 -1.667 0.733
C -0.548 0.126 -2.856 -0.835
C 0.349 0.770 2.164 -0.352
C 0.632 -0.678 1.978 0.054
N -0.521 -0.364 1.646 -0.299
O -0.354 -1.146 -0.727 -0.437
H -0.884 -0.328 -3.795 0.269
H -0.388 1.152 -3.197 0.268
H 0.043 1.138 3.129 0.197
H 0.764 1.299 1.333 0.183
H 1.395 -1.487 1.992 0.218
```

Results
net charge = 0
ΔE to the lowest compared entry with this formula, charge and spin = 96.6 kcal per mole
LUMO = 0.82 eV
SMILES = C1=NC1.C=C=O

---

The molecule C4H5NO. Source: OMol25; level of theory: the ωB97M-V functional and the def2-TZVPD basis.

The geometry in XYZ format:
```
11
Properties=species:S:1:pos:R:3:nbo_charge:R:1
O 0.489 0.296 -1.117 -0.486
C 1.539 0.400 -0.283 0.412
N 1.633 -0.343 0.733 -0.731
C -0.509 -0.642 -0.674 -0.168
C -1.499 0.031 0.169 -0.042
C -2.312 0.616 0.836 -0.211
H 2.235 1.175 -0.626 0.162
H 2.475 -0.186 1.266 0.359
H -0.954 -1.027 -1.590 0.219
H -0.057 -1.470 -0.117 0.248
H -3.041 1.150 1.403 0.236
```

Results
net charge = 0
ΔE to the lowest compared entry with this formula, charge and spin = 57.9 kcal per mole
LUMO = 1.03 eV
SMILES = [H]/N=C/OCC#C

---

A structure of composition C4H5NO at a distorted geometry. Source: OMol25; level of theory: the ωB97M-V functional and the def2-TZVPD basis.

The geometry in XYZ format:
```
11
Properties=species:S:1:pos:R:3:nbo_charge:R:1
C -0.438 -0.153 -0.218 0.092
C 0.516 -1.160 -0.849 0.388
C 0.201 1.170 0.138 -0.242
C 0.632 0.984 1.360 -0.295
N -1.660 -0.096 -0.657 -0.551
O 1.703 -1.033 -0.940 -0.472
H -2.090 -1.007 -0.822 0.336
H 0.002 -2.101 -1.133 0.115
H -0.012 2.066 -0.425 0.226
H 0.907 1.624 2.175 0.224
H 0.237 -0.295 1.369 0.179
```

Results
net charge = 0
ΔE to the lowest compared entry with this formula, charge and spin = 95.6 kcal per mole
LUMO = -0.45 eV

---

The molecule C4H5NO at a distorted geometry. Source: OMol25; level of theory: the ωB97M-V functional and the def2-TZVPD basis.

The geometry in XYZ format:
```
11
Properties=species:S:1:pos:R:3:nbo_charge:R:1
N 1.219 0.232 0.952 -0.574
C 0.235 0.972 0.241 -0.118
C 1.134 -0.316 -0.390 -0.128
C -0.259 -1.039 -0.513 -0.023
O -0.996 -1.007 0.722 -0.482
C -1.003 0.134 -0.110 0.026
H 0.711 -0.373 1.595 0.389
H 0.342 2.055 0.212 0.228
H 1.060 0.667 -1.006 0.258
H -0.513 -1.840 -1.196 0.212
H -1.932 0.517 -0.508 0.210
```

Results
net charge = 0
ΔE to the lowest compared entry with this formula, charge and spin = 138.4 kcal per mole
LUMO = 0.95 eV
SMILES = N1[C@@H]2[C@H]1[C@@H]1O[C@H]21

---

The molecule C4H5NO. Source: OMol25; level of theory: the ωB97M-V functional and the def2-TZVPD basis.

The geometry in XYZ format:
```
11
Properties=species:S:1:pos:R:3:nbo_charge:R:1
O 2.158 -0.878 -0.264 -0.529
C 1.214 -0.202 -0.022 0.748
N -0.216 -1.193 -0.196 -0.526
C -1.463 -0.972 -0.363 0.075
C -0.343 1.619 0.366 -0.395
C 0.942 1.144 0.359 -0.565
H 0.077 -2.171 -0.245 0.397
H -1.775 0.075 -0.298 0.275
H -2.155 -1.804 -0.539 0.179
H -0.312 2.692 0.631 0.134
H 1.872 1.692 0.571 0.207
```

Results
net charge = 0
ΔE to the lowest compared entry with this formula, charge and spin = 102.4 kcal per mole
LUMO = -0.36 eV

---

The molecule C4H5NO at a distorted geometry. Source: OMol25; level of theory: the ωB97M-V functional and the def2-TZVPD basis.

The geometry in XYZ format:
```
11
Properties=species:S:1:pos:R:3:nbo_charge:R:1
N -1.621 -2.223 0.144 -0.320
C -1.161 -1.317 -0.407 0.284
C -0.516 -0.148 -1.015 -0.541
C -0.005 0.779 0.081 0.060
C 0.987 0.287 1.031 -0.107
O 1.346 1.184 -0.015 -0.477
H -1.220 0.363 -1.680 0.256
H 0.336 -0.483 -1.617 0.268
H -0.694 1.561 0.400 0.195
H 1.019 0.694 2.040 0.193
H 1.358 -0.733 0.924 0.190
```

Results
net charge = 0
ΔE to the lowest compared entry with this formula, charge and spin = 37.1 kcal per mole
LUMO = 0.89 eV
SMILES = N#CC[C@H]1CO1

---

A cluster of 2 separate species, C4H5NO in total at a distorted geometry. Source: OMol25; level of theory: the ωB97M-V functional and the def2-TZVPD basis.

The geometry in XYZ format:
```
11
Properties=species:S:1:pos:R:3:nbo_charge:R:1
N 2.898 0.868 -0.230 -0.326
C 2.016 0.124 -0.349 0.266
C 0.870 -0.692 -0.574 -0.463
C -0.303 -0.093 -0.391 0.405
C -1.098 1.032 -0.023 -0.136
O -1.597 -0.209 -0.657 -0.425
H -0.257 -1.243 1.361 0.012
H 0.960 -1.699 -0.965 0.263
H -0.983 -1.169 1.518 -0.021
H -1.500 1.184 0.977 0.215
H -1.007 1.899 -0.666 0.211
```

Results
net charge = 0
ΔE to the lowest compared entry with this formula, charge and spin = 87.1 kcal per mole
LUMO = 0.78 eV
SMILES = N#C/C=C1\CO1.[H][H]

---

A structure of composition C4H5NO at a distorted geometry. Source: OMol25; level of theory: the ωB97M-V functional and the def2-TZVPD basis.

The geometry in XYZ format:
```
11
Properties=species:S:1:pos:R:3:nbo_charge:R:1
N -1.569 0.160 -1.059 -0.377
C -1.400 0.476 0.073 0.424
C -0.483 0.563 1.147 -0.591
C 0.647 -0.496 0.279 0.167
C 0.315 -0.270 -1.172 -0.092
O 1.894 -0.225 0.298 -0.624
H -0.787 0.117 2.094 0.260
H -0.079 1.571 1.283 0.261
H 0.297 -1.492 0.635 0.131
H 0.378 -1.100 -1.886 0.223
H 0.631 0.692 -1.564 0.218
```

Results
net charge = 0
ΔE to the lowest compared entry with this formula, charge and spin = 105.5 kcal per mole
LUMO = -0.74 eV

---

| no. | total energy (hartree) |
| --- | --- |
| 1 | -717.749989 |
| 2 | -717.724081 |
| 3 | -285.266034 |
| 4 | -285.269155 |
| 5 | -285.310289 |
| 6 | -285.262812 |
| 7 | -285.170456 |
| 8 | -285.329205 |
| 9 | -285.363354 |
| 10 | -285.321961 |
| 11 | -285.355312 |
| 12 | -285.323756 |
| 13 | -285.260687 |
| 14 | -285.322331 |
| 15 | -285.262306 |
| 16 | -285.193967 |
| 17 | -285.251376 |
| 18 | -285.355430 |
| 19 | -285.275797 |
| 20 | -285.246498 |